No. 1
65
Properties=species:S:1:pos:R:3:forces:R:3:lowdin_charge:R:1 method="wB97M-V/def2-TZVPD" molar_mass_g_mol=669.4 largest_force_ev_per_a=3.381 total_charge=+2 lumo_energy_ha="-0.296 / -0.296" homo_lumo_gap_ev="5.54 / 5.54" total_energy_ha=-2555.56029 spin_multiplicity=1
Tc -17.196614 -6.335340 -1.167980 -0.392 -0.396 0.414 1.6901
C -18.967157 -4.894844 1.174581 -0.491 0.242 -0.694 -0.0134
O -18.656679 -6.120069 0.456727 0.452 0.186 0.178 -0.2531
C -19.662528 -7.070228 0.432823 -0.656 -0.380 1.056 -0.2029
C -20.671234 -7.091578 1.402894 0.415 -0.190 -0.864 0.0209
C -21.572041 -8.138621 1.296801 -0.438 -0.156 -0.403 -0.0296
C -21.510978 -9.110406 0.284034 -0.592 -0.316 0.931 -0.0403
C -20.463852 -9.115153 -0.603427 0.353 -0.482 -0.274 0.0006
C -19.528486 -8.107390 -0.485304 1.219 0.725 -0.161 -0.1633
N -18.253847 -8.057766 -1.156633 0.468 -0.128 -0.360 -0.0886
N -17.676919 -9.167255 -1.428110 -1.048 -0.753 0.317 0.1510
C -16.536211 -9.339517 -2.102661 0.262 1.384 -0.638 -0.1375
C -15.890998 -8.248509 -2.779346 1.324 0.366 -0.900 -0.2225
O -16.297553 -7.003326 -2.635579 0.181 -0.584 -0.522 -0.1556
C -14.866179 -8.446327 -3.771997 0.375 -0.591 -0.058 0.0351
C -14.426741 -9.723896 -4.043827 -0.640 0.190 0.558 0.0488
C -15.007714 -10.849623 -3.352966 -0.515 0.109 -0.766 -0.1431
C -14.649381 -12.154880 -3.748533 -0.069 0.203 0.776 -0.0036
C -15.247269 -13.248069 -3.148088 0.735 0.643 0.001 -0.0374
C -16.199177 -13.087760 -2.132987 -0.076 0.680 0.061 -0.0238
C -16.617647 -11.806584 -1.770535 0.415 -0.160 -1.083 0.0070
C -16.079737 -10.665071 -2.422116 0.412 -1.212 0.443 -0.0833
H -19.023869 -5.087526 2.231669 0.051 -0.129 0.353 0.0997
H -19.933103 -4.538567 0.796418 0.240 0.062 0.164 0.1234
H -18.180725 -4.181149 0.965703 0.111 -0.066 -0.116 0.0852
H -20.736353 -6.348679 2.196194 -0.103 -0.297 -0.291 0.1255
H -22.390288 -8.181731 1.990186 -0.176 -0.072 0.280 0.1191
H -22.249255 -9.929584 0.296533 0.422 0.627 -0.186 0.1336
H -20.316775 -9.914108 -1.331489 -0.065 0.276 0.179 0.1317
H -14.369191 -7.628206 -4.318846 -0.752 -0.128 0.628 0.1410
H -13.661395 -9.908964 -4.818629 -0.445 0.176 0.599 0.1448
H -13.830046 -12.294471 -4.452308 -0.291 0.044 0.048 0.1286
H -14.818120 -14.187275 -3.428879 -0.363 -0.684 0.052 0.1137
H -16.596589 -13.954236 -1.613335 -0.002 0.130 -0.129 0.1201
H -17.396799 -11.668016 -1.048525 -0.148 0.001 0.351 0.1057
C -15.956891 -5.377834 2.485470 0.523 0.053 -0.286 -0.0326
C -14.733017 -5.764695 1.631235 0.519 1.098 0.817 -0.5851
O -13.544529 -5.581810 2.412577 -0.095 0.444 -0.421 -0.0356
P -14.711233 -7.464607 1.102586 -1.177 -1.567 -0.241 0.5221
O -13.364761 -7.800973 0.380616 -0.260 0.677 0.213 -0.0747
O -14.804303 -8.385991 2.400950 -0.553 0.648 -1.429 -0.0391
O -15.917571 -7.622125 0.183930 0.558 0.205 0.838 -0.3418
P -14.655839 -4.833148 0.037694 -1.436 -0.468 0.066 0.4541
O -14.404049 -3.322257 0.455354 0.393 -0.505 -0.398 -0.0686
O -13.794500 -5.525184 -0.941187 0.643 0.372 0.141 -0.2533
O -16.171942 -4.851337 -0.455548 0.655 0.784 0.659 -0.4343
H -15.698189 -5.560454 3.528246 -0.214 -0.288 -0.051 0.1109
H -16.821169 -5.935075 2.174649 -0.410 -0.298 0.148 0.0538
H -16.177889 -4.315618 2.389889 0.071 0.098 -0.077 0.0916
H -13.638190 -4.730426 2.871886 0.223 -0.290 -0.041 0.1165
H -13.234734 -7.023911 -0.246031 0.306 -0.439 -0.016 0.0744
H -13.959142 -8.587108 2.800577 0.581 -0.170 0.315 0.1080
H -13.465075 -3.072076 0.382296 -0.239 0.116 -0.028 0.1246
C -18.239671 -5.316753 -2.055751 -1.435 1.590 -0.791 -0.0068
C -19.127205 -4.338068 -2.677966 1.515 -2.787 1.170 -0.2400
C -20.011884 -4.856571 -3.646470 0.213 0.470 0.322 -0.0032
C -20.790442 -3.932608 -4.298301 -0.191 0.270 0.404 -0.0283
C -20.672811 -2.589193 -3.938389 -0.252 0.390 -0.607 -0.0104
C -19.825023 -2.125560 -2.943244 -0.122 0.371 -0.105 -0.0336
C -19.037361 -3.010350 -2.266561 -0.555 -0.664 -0.957 -0.0119
H -20.074135 -5.925909 -3.815007 0.071 0.147 -0.144 0.1292
H -21.530632 -4.228208 -5.015768 -0.087 -0.089 -0.333 0.1213
H -21.249379 -1.848781 -4.482109 -0.109 -0.128 0.052 0.1284
H -19.762584 -1.076179 -2.717917 -0.151 0.234 0.018 0.1249
H -18.384055 -2.735646 -1.492414 0.842 0.405 0.816 0.1120

***

No. 2
57
Properties=species:S:1:pos:R:3:forces:R:3:nbo_charge:R:1 method="wB97M-V/def2-TZVPD" molar_mass_g_mol=631.8 e_above_lowest_kj_mol=25.2 largest_force_ev_per_a=0.567 total_charge=+3 lumo_energy_ha="-0.400 / -0.423" homo_lumo_gap_ev="5.80 / 5.16" total_energy_ha=-2064.17404 spin_multiplicity=4
Re -0.897435 -0.462298 -1.032596 0.300 0.146 -0.300 1.4349
C -3.462519 -2.440765 0.310348 -0.028 0.019 0.017 -0.6699
C -2.065816 -2.783659 0.710607 0.087 -0.027 -0.061 0.3385
C -1.885771 -3.747331 1.709775 0.000 0.027 -0.025 -0.2632
C -0.649454 -4.282211 1.955193 -0.033 0.001 0.001 -0.0038
C 0.432334 -3.930911 1.123188 0.101 -0.060 -0.024 -0.1017
C 1.687741 -4.587568 1.170333 -0.031 0.062 -0.051 -0.1013
C 2.655220 -4.308608 0.240385 -0.051 0.035 -0.007 -0.1696
C 2.408080 -3.366083 -0.771398 -0.032 -0.013 0.016 -0.1135
C 1.209383 -2.682086 -0.803058 0.013 -0.129 0.050 -0.2498
S 0.872768 -1.474274 -2.024238 0.031 0.143 0.548 0.2863
C 0.212175 -2.945548 0.151244 -0.139 0.095 -0.119 0.1571
N -1.008191 -2.275848 0.034587 -0.091 -0.255 0.059 -0.5705
H -3.936033 -3.367668 -0.023417 -0.008 -0.004 0.019 0.2863
H -3.510111 -1.737941 -0.514269 -0.007 -0.008 0.016 0.2091
H -4.053948 -2.076076 1.150612 0.006 -0.005 -0.023 0.2615
H -2.757356 -4.094077 2.248242 -0.001 0.001 0.017 0.2669
H -0.515539 -5.028607 2.727967 0.011 -0.019 0.026 0.2649
H 1.856544 -5.334240 1.934388 0.012 -0.022 0.027 0.2586
H 3.602685 -4.827275 0.265795 0.021 -0.005 -0.016 0.2675
H 3.155133 -3.178230 -1.531215 0.042 -0.012 -0.019 0.2588
O -0.225810 1.213710 -1.928480 0.190 0.111 -0.083 -0.9158
S 0.738452 2.394916 -1.494411 -0.249 -0.079 -0.402 1.2942
C -0.183631 3.173930 -0.142273 -0.030 0.003 0.161 -0.6243
C -0.958148 2.155195 0.634777 -0.003 0.032 -0.202 -0.0286
C -0.642720 1.814897 1.935613 0.049 -0.130 0.029 -0.1785
C -1.414865 0.869497 2.626422 0.057 0.057 -0.058 -0.1316
C -2.490421 0.260329 2.014216 -0.033 -0.003 -0.042 -0.1956
C -2.832928 0.601342 0.695511 0.045 -0.013 0.143 -0.2346
C -2.069938 1.540888 0.002969 -0.002 0.112 0.203 -0.2764
C 2.118619 1.637550 -0.621953 0.028 -0.097 0.067 -0.6103
C 2.957211 2.766586 -0.089440 0.092 -0.083 -0.117 -0.0484
C 3.643818 3.592318 -0.979278 -0.055 0.042 0.102 -0.2199
C 4.404128 4.644184 -0.490968 -0.023 -0.026 0.061 -0.1733
C 4.486766 4.862609 0.878336 -0.004 0.002 -0.016 -0.1545
C 3.811646 4.032918 1.765946 -0.008 -0.019 -0.053 -0.1822
C 3.041774 2.985492 1.282826 0.019 0.082 0.014 -0.2373
H -0.832040 3.910710 -0.618215 0.014 -0.025 -0.039 0.2862
H 0.573614 3.701437 0.441026 -0.051 0.012 0.057 0.3034
H 0.182577 2.305381 2.437029 -0.014 0.001 0.005 0.2553
H -1.181618 0.643300 3.657663 0.017 -0.009 0.032 0.2621
H -3.105339 -0.428727 2.577664 -0.010 -0.010 -0.024 0.2527
H -3.749086 0.235541 0.256722 -0.049 0.013 0.002 0.2564
H -2.413712 1.937290 -0.945320 -0.096 -0.023 0.020 0.2560
H 2.619989 1.030671 -1.380404 0.011 0.058 0.047 0.2730
H 1.723087 0.988608 0.164446 0.037 0.010 0.055 0.2302
H 3.595631 3.416043 -2.046987 0.011 -0.029 -0.044 0.2254
H 4.938403 5.284848 -1.177327 0.026 0.022 -0.014 0.2501
H 5.088691 5.677371 1.256102 0.003 0.011 0.010 0.2512
H 3.894847 4.195810 2.831031 0.014 0.008 0.026 0.2449
H 2.539384 2.320435 1.977146 0.012 -0.018 -0.006 0.2042
C -3.918380 -0.836529 -4.476885 0.180 0.023 0.275 -0.7532
C -3.005746 -0.739409 -3.350249 0.087 -0.038 -0.033 0.6548
N -2.271454 -0.673578 -2.465009 -0.441 0.039 -0.250 -0.5247
H -4.175878 -1.885143 -4.632680 -0.016 -0.021 -0.017 0.3141
H -3.419895 -0.443305 -5.363926 0.006 0.015 -0.037 0.3171
H -4.816904 -0.255815 -4.264117 -0.017 0.002 -0.019 0.3111

***

No. 3
53
Properties=species:S:1:pos:R:3:forces:R:3:nbo_charge:R:1 method="wB97M-V/def2-TZVPD" molar_mass_g_mol=367.5 e_above_lowest_kj_mol=110.0 largest_force_ev_per_a=2.721 lumo_energy_ha=-0.075 homo_lumo_gap_ev=4.43 total_energy_ha=-1135.63623 spin_multiplicity=1
C -1.393198 -0.167526 -2.203380 -0.871 -0.003 0.024 -0.7191
C -0.172687 0.605320 -1.941137 -0.059 0.665 0.117 0.1359
C 1.145095 0.341850 -2.355341 0.276 -0.407 -0.352 -0.1432
C 2.088440 1.423498 -2.487475 -0.081 -0.048 0.395 0.1423
C 1.692482 2.864842 -2.408479 0.128 0.628 0.087 -0.6779
C 3.408333 1.149033 -2.784951 0.289 0.210 -0.289 -0.2561
C 3.852002 -0.127197 -3.120423 -0.213 0.013 0.523 0.1058
C 5.291716 -0.373861 -3.459592 0.077 -0.176 -0.168 -0.6451
C 2.910839 -1.155578 -3.134078 0.027 -0.511 -0.075 -0.2586
C 1.586382 -0.971234 -2.765017 0.087 0.415 -0.463 0.1001
C 0.667499 -2.142545 -2.937850 0.028 -0.745 0.145 -0.6478
H -2.255541 0.487217 -2.051850 0.124 -0.038 0.202 0.2619
H -1.487539 -0.569414 -3.217048 0.385 -0.100 0.185 0.2316
H -1.501781 -0.982591 -1.479414 -0.003 -0.140 -0.090 0.2653
H -0.379864 1.560143 -1.465198 0.280 0.054 -0.433 0.2463
H 2.541697 3.479147 -2.740889 -0.286 -0.154 0.083 0.2181
H 0.842700 3.111611 -3.057682 0.119 -0.207 0.162 0.2239
H 1.457655 3.167567 -1.383893 -0.072 -0.105 -0.192 0.2894
H 4.130066 1.969723 -2.829657 -0.316 -0.173 0.005 0.2175
H 5.481900 -1.449269 -3.566241 0.029 0.306 0.005 0.2228
H 5.532364 0.118274 -4.411336 0.024 -0.110 0.175 0.2357
H 5.972581 0.033137 -2.697705 -0.291 -0.084 -0.176 0.2376
H 3.234414 -2.153011 -3.461059 -0.182 0.409 0.206 0.2126
H 1.276827 -3.048217 -3.101232 -0.291 0.355 0.105 0.2242
H 0.044722 -2.318178 -2.053166 0.094 0.017 -0.277 0.2385
H 0.013429 -2.044665 -3.823830 0.255 0.131 0.443 0.2304
C 0.082334 -2.734316 3.009192 0.133 0.014 -0.001 -0.2573
C -1.248719 -2.554153 2.604960 0.682 -0.090 -0.073 -0.2099
C -1.589665 -1.514625 1.746043 0.329 0.558 -0.220 -0.2549
C -0.589033 -0.569383 1.337301 0.657 -1.228 0.505 -0.0202
C -0.846615 0.766671 0.905320 -0.530 -0.038 -0.661 -0.4479
C -2.213679 1.322659 1.073470 -0.665 0.021 -0.220 0.5637
O -2.806098 1.928861 0.186823 0.406 -0.211 0.635 -0.5647
C -2.870246 1.095626 2.431413 -0.158 0.218 0.147 -0.0743
C -2.096665 0.884040 3.583275 -0.116 0.089 -0.231 -0.1968
C -2.692310 0.735674 4.833628 -0.058 -0.053 -0.280 -0.2102
C -4.082714 0.745956 4.950863 -0.089 0.082 -0.392 -0.2000
C -4.863605 0.974034 3.807314 0.384 -0.106 -0.034 -0.2251
C -4.263021 1.157936 2.555770 0.126 -0.019 0.331 -0.1908
C 0.196448 1.692930 0.810722 2.015 1.730 -0.591 0.3026
N 1.078075 2.469471 0.671293 -1.854 -1.659 0.545 -0.4570
C 0.770613 -0.963448 1.506160 -0.150 0.184 0.285 -0.1853
C 1.091648 -1.945715 2.435082 -0.241 -0.134 -0.411 -0.2282
H 0.359172 -3.520813 3.719874 -0.235 0.358 -0.233 0.2112
H -2.006468 -3.224574 3.001940 0.003 0.128 -0.198 0.2141
H -2.633687 -1.384546 1.441550 0.389 0.119 0.286 0.2173
H -1.015579 0.810350 3.474519 -0.210 0.117 0.160 0.2276
H -2.059399 0.592775 5.703620 -0.123 -0.044 -0.059 0.2152
H -4.558349 0.561017 5.919131 0.168 0.180 -0.368 0.2148
H -5.944871 0.999678 3.886360 0.072 -0.014 0.015 0.2126
H -4.867488 1.340348 1.668977 0.132 -0.017 0.178 0.2273
H 1.551102 -0.403442 0.961879 -0.390 -0.143 0.677 0.2114
H 2.138312 -2.071110 2.711443 -0.236 -0.245 -0.138 0.2124